# C5H12N3O

A gas-phase ion, C5H12N3O (charge +1) (wB97M-V/def2-TZVPD, the Open Molecules 2025 dataset).

Values from the calculation:
DFT total energy (hartree): -436.81856
ΔE to the lowest compared entry with this formula, charge and spin (kcal per mole): 131.9
HOMO level (spin up / spin down) (Ha): -0.46385 / -0.46399

```
! RIJCOSX wB97M-V def2-TZVPD def2/J DEFGRID3
* xyz 1 1
C -0.71 -1.33 -0.71
C -1.33 -1.05 0.63
C -0.33 1.07 0.65
C 0.77 -0.85 -0.64
C 0.60 0.94 -0.57
N 1.43 -1.19 0.54
N 1.76 1.59 -0.31
N -1.57 0.36 0.51
O 2.68 -1.07 0.72
H -0.79 -2.40 -0.91
H -1.03 -0.69 -1.51
H -2.25 -1.67 0.77
H -0.62 -1.28 1.41
H 0.35 0.74 1.51
H -0.71 2.16 0.77
H 1.31 -0.84 -1.63
H 0.07 1.22 -1.50
H 2.14 1.45 0.66
H 2.46 1.65 -1.14
H -1.90 0.54 -0.45
H -2.33 0.64 1.19
*
```